Record 1
{
  "formula": "C15H26N4O3",
  "method": "the ωB97M-V functional and the def2-TZVPD basis",
  "de_lowest_kj_mol": 500.53,
  "species": ["O", "N", "H", "C", "H", "H", "H", "C", "C", "C", "H", "H", "N", "N", "C", "C", "H", "H", "H", "C", "H", "H", "H", "H", "H", "H", "C", "C", "H", "O", "H", "H", "H", "H", "C", "H", "H", "O", "N", "H", "H", "C", "C", "H", "H", "C", "C", "C"],
  "positions_angstrom": [[3.257644, -1.509577, 1.654883], [2.022486, 0.461638, 2.201781], [0.016041, 2.217275, 4.884728], [5.361797, -0.540157, 2.970515], [-3.145635, 3.180375, 5.519330], [-1.026703, 3.064597, -3.100626], [1.566409, 4.206227, 0.241893], [-0.210590, 0.563017, 1.862143], [-1.339667, -0.352083, 1.480421], [1.129669, 3.044851, -2.766770], [1.391729, 3.288803, -3.798252], [-2.304595, 0.123962, 1.690424], [0.963861, -0.103922, 1.768194], [0.506441, 2.471880, -0.297424], [0.750626, 3.941611, -0.445680], [3.167149, -0.420651, 2.181243], [-1.506865, 2.650876, -0.904597], [-1.154421, 2.966050, 5.988388], [0.367382, 5.025511, -2.262745], [-0.270528, 2.393307, -2.683042], [0.459988, 2.563629, 2.118500], [-0.836170, 1.026448, -1.085967], [6.095362, 0.185678, 3.319314], [2.086596, 4.802017, -1.893946], [-0.292786, 1.459443, -3.253702], [1.596456, 0.678416, -0.568914], [-0.373866, 1.882243, 2.230251], [-3.011872, 3.497039, 4.476280], [-3.802728, 3.072504, 3.851431], [-2.731841, 2.158104, 2.178606], [-3.059138, 4.595800, 4.430905], [2.153939, 1.113010, -2.715057], [-1.281034, -0.594924, 0.407039], [5.654941, -0.960962, 1.997720], [1.756753, 1.754708, -0.717540], [5.236939, -1.347641, 3.706965], [-1.240370, -1.292432, 2.037304], [4.146925, 0.229462, 2.855651], [-1.724134, 3.027316, 4.000526], [-0.156941, 4.464700, -0.111478], [2.546768, 2.062251, -0.014342], [-1.655449, 2.354538, 2.790660], [-0.681782, 3.049448, 5.005794], [3.156366, 2.473955, -2.166212], [-0.116476, 3.988780, 4.990163], [2.145911, 2.055014, -2.157946], [1.107087, 4.315219, -1.880950], [-0.614095, 2.094448, -1.229761]],
  "forces_ev_per_a": [[0.039, 1.298, 0.763], [-1.778, -0.331, -0.122], [-0.051, 0.103, -0.070], [0.045, 0.154, -0.007], [-0.057, 0.078, -0.275], [0.119, -0.050, -0.156], [-0.203, -0.066, -0.076], [-2.290, 1.927, 0.471], [-0.534, -0.113, 0.647], [-0.206, -0.163, 0.751], [-0.051, 0.000, 0.090], [0.287, -0.319, -0.204], [3.955, -0.250, 0.199], [0.267, 0.413, -1.292], [-0.256, -0.986, 0.624], [0.100, -0.527, -0.597], [0.276, -0.178, -0.005], [0.170, -0.086, -0.098], [0.154, -0.013, -0.145], [0.234, 0.144, -0.600], [0.119, -0.164, 0.664], [0.148, 0.314, 0.045], [0.037, -0.211, -0.016], [-0.069, 0.027, -0.190], [0.057, 0.176, -0.149], [-0.032, 0.246, -0.006], [0.800, -1.630, 0.217], [-0.324, 0.085, -0.214], [0.187, 0.174, 0.190], [1.670, 0.329, 0.407], [-0.046, -0.251, 0.047], [0.090, 0.212, -0.204], [0.084, 0.150, 0.359], [-0.146, 0.149, 0.369], [-0.806, 0.236, 0.965], [-0.001, 0.251, -0.294], [-0.118, 0.107, -0.213], [-0.403, -1.025, -0.552], [0.554, -0.676, -0.531], [0.201, -0.154, -0.017], [-0.240, -0.106, -0.159], [-3.016, 0.427, -0.371], [0.516, 0.092, -0.128], [-0.057, -0.007, -0.267], [-0.015, -0.093, 0.014], [0.029, 0.139, -0.484], [0.151, 0.072, -0.656], [0.408, 0.095, 1.278]]
}

Record 2
{
  "formula": "C15H26NO2",
  "method": "the ωB97M-V functional and the def2-TZVPD basis",
  "total_charge": 1,
  "de_lowest_kj_mol": 0.00,
  "species": ["H", "C", "H", "C", "H", "C", "C", "H", "H", "H", "H", "C", "H", "C", "H", "H", "H", "H", "H", "H", "C", "H", "H", "H", "C", "H", "H", "C", "H", "O", "C", "C", "O", "H", "C", "H", "H", "H", "C", "N", "H", "H", "C", "C"],
  "positions_angstrom": [[2.591185, -2.441301, -0.202704], [1.419329, -1.485482, -1.711004], [-1.024304, -2.329326, 2.643685], [1.056137, -2.430609, 2.021322], [2.198922, -1.542206, -3.513859], [-2.331012, 2.805644, -1.000768], [-0.061470, -1.901105, 2.914909], [0.367553, -1.449015, -2.044379], [-4.145434, 3.701523, -0.327724], [1.897691, 0.591336, -2.197378], [1.919408, -4.339021, 1.445458], [1.108195, -3.951188, 2.054743], [-2.151509, 2.224408, -3.050050], [1.880486, -0.061835, -1.320366], [-4.119476, 3.303073, -2.051737], [-0.272404, -2.238148, 0.441691], [-0.129992, -0.817004, 2.858427], [0.756674, -0.922435, 0.586357], [-0.172122, 0.855761, -2.730872], [-0.190511, 1.819954, 1.439568], [-3.522425, 3.687333, -1.223281], [2.375905, -0.729139, 2.252646], [2.579173, -1.986243, 3.462449], [-2.210630, 3.188707, 1.103196], [1.543542, -2.434048, -0.504127], [-2.484747, 5.522729, -0.727225], [0.170873, -4.385406, 1.714351], [-3.072038, 5.114326, -1.546221], [0.134524, -2.166958, 3.949148], [1.078416, 0.486063, -0.290751], [-1.731174, 2.139072, -2.059482], [-1.765660, 2.676988, 0.263683], [2.241469, -2.045764, -2.693178], [2.897498, -0.111913, -0.918350], [-0.601172, 1.357802, -1.877551], [1.274833, -4.283866, 3.074931], [1.270575, -3.442669, -0.817002], [-3.936404, 5.752896, -1.705189], [-0.638339, 1.906190, 0.461309], [0.701406, -1.975632, 0.621323], [3.219077, -2.234461, 1.854616], [-2.461653, 5.126663, -2.446105], [2.389276, -1.805476, 2.408706], [-0.049671, 1.249782, -0.613212]],
  "forces_ev_per_a": [[-0.093, -0.010, 0.118], [-0.340, 0.375, 0.438], [-0.134, -0.048, -0.047], [0.029, -0.208, 0.454], [-0.062, -0.001, 0.039], [-0.104, -0.110, -0.047], [0.091, -0.021, -0.110], [0.118, 0.019, 0.107], [-0.062, -0.074, -0.044], [-0.006, -0.027, 0.064], [0.094, -0.070, -0.077], [0.017, 0.162, -0.083], [-0.065, 0.007, -0.119], [0.237, -0.265, -0.464], [-0.061, -0.047, 0.071], [0.126, 0.120, 0.013], [-0.024, 0.152, -0.008], [-0.267, -0.427, 0.072], [0.061, -0.069, -0.071], [0.075, 0.007, 0.127], [0.103, 0.233, -0.058], [0.021, 0.166, 0.004], [-0.027, -0.039, 0.092], [-0.065, 0.068, 0.109], [0.388, -0.195, -0.855], [0.070, 0.079, 0.052], [-0.133, -0.083, -0.040], [-0.185, -0.114, 0.026], [0.053, -0.044, 0.071], [-0.223, 0.263, 0.069], [-0.057, 0.071, 0.170], [0.028, -0.096, -0.118], [0.228, -0.085, 0.024], [-0.074, -0.021, -0.091], [0.322, -0.197, -0.004], [0.016, 0.003, 0.099], [-0.042, 0.065, 0.179], [-0.039, 0.132, -0.029], [0.218, -0.152, -0.089], [-0.188, 0.432, 0.007], [0.109, -0.026, -0.059], [0.072, 0.045, -0.077], [-0.061, -0.054, -0.130], [-0.161, 0.082, 0.215]]
}

Record 3
{
  "formula": "C15H26NRh",
  "method": "the ωB97M-V functional and the def2-TZVPD basis",
  "total_charge": 2,
  "de_lowest_kj_mol": 42.53,
  "s_squared": 6.007,
  "multiplicity": 5,
  "species": ["C", "H", "C", "Rh", "H", "C", "N", "C", "H", "C", "H", "H", "H", "C", "H", "H", "C", "H", "H", "C", "H", "H", "H", "C", "H", "H", "H", "H", "H", "C", "H", "C", "C", "H", "C", "H", "H", "H", "H", "C", "C", "H", "H"],
  "positions_angstrom": [[0.029054, 4.058667, -1.307539], [-0.044334, -1.030901, 5.076667], [1.066268, -1.071538, -1.729314], [-0.064192, -0.283218, -0.223062], [-1.011562, 3.084429, 0.259671], [0.883803, 1.919329, -0.156630], [-0.345578, -0.158043, 2.071242], [-1.738952, -2.860711, -0.065380], [1.060721, 2.488312, 0.804526], [0.571307, -2.092501, -0.867551], [0.657677, 4.670985, -0.628508], [2.433391, -2.535497, 0.119338], [-1.061688, 2.136489, -1.253498], [-0.152355, -0.086407, 3.209016], [-1.232556, -3.095336, 0.883428], [1.385055, 0.887879, 0.069465], [1.430116, -2.962526, -0.034242], [1.491115, -3.902883, -0.590442], [-3.102120, -1.211015, -2.766091], [2.495538, -0.755411, -2.036125], [-2.592987, 0.472838, -2.392791], [-2.665221, -2.304741, 0.134525], [0.621104, 3.789344, -2.201461], [-0.080804, -0.015399, 4.671769], [0.137371, 0.294321, -4.285747], [2.639112, 0.313662, -2.211729], [3.123377, -1.015424, -1.185775], [2.835421, -1.305201, -2.918924], [-1.965013, -3.788198, -0.601157], [0.011026, 0.725808, -3.280433], [0.838037, 0.512762, 4.945567], [-0.846178, -2.056722, -0.915185], [-0.071444, -0.376147, -2.257622], [-0.849652, 4.659471, -1.613333], [-2.616393, -0.563963, -2.020962], [-0.945598, 0.516308, 5.082717], [0.986257, -3.138930, 0.953987], [1.580592, 2.246037, -0.975011], [-0.914234, 1.312991, -3.282349], [-1.236764, -1.017638, -1.754489], [-0.408453, 2.744967, -0.600736], [0.863625, 1.407336, -3.109488], [-3.193592, -0.613784, -1.088346]],
  "forces_ev_per_a": [[0.313, -0.548, -0.113], [-0.011, 0.126, -0.065], [1.442, -0.680, -2.650], [-1.259, 7.109, 10.245], [0.254, -0.746, -0.127], [1.507, 3.138, -0.026], [0.612, 0.284, 0.534], [-0.112, 0.211, 0.473], [0.793, -0.925, -0.919], [1.213, -2.559, -1.348], [-0.351, -0.369, -0.408], [-0.372, -0.321, -0.198], [0.054, 0.426, 0.103], [-0.879, -0.068, -0.331], [-0.366, -0.167, -0.270], [-0.881, 0.872, -0.150], [0.043, 0.036, 0.414], [0.280, -0.201, 0.326], [0.087, 0.184, 0.154], [-0.025, 0.135, 0.239], [-0.312, -0.485, 0.126], [0.136, -0.452, 0.015], [-0.234, 0.412, 0.284], [0.395, 0.002, -0.243], [-0.047, 0.074, 0.299], [-0.061, -0.152, -0.150], [0.167, -0.133, -0.130], [-0.023, 0.043, 0.110], [-0.165, -0.090, 0.207], [-0.079, 0.085, -0.062], [-0.144, -0.076, 0.049], [-0.508, -3.817, -0.785], [1.221, 0.019, -3.544], [0.464, -0.438, 0.217], [-0.400, 0.331, 0.132], [0.110, -0.084, -0.256], [0.108, -0.219, -0.261], [-0.033, -0.290, 1.138], [0.300, -0.063, -0.132], [-1.688, 0.182, -2.529], [-0.971, -0.538, 0.022], [-0.410, -0.368, -0.006], [-0.164, 0.119, -0.382]]
}

Record 4
{
  "formula": "C15H26O11P",
  "method": "the ωB97M-V functional and the def2-TZVPD basis",
  "total_charge": 1,
  "de_lowest_kj_mol": 0.00,
  "species": ["H", "C", "H", "H", "C", "O", "C", "H", "H", "C", "C", "H", "O", "O", "C", "C", "C", "H", "H", "P", "C", "H", "O", "H", "O", "H", "H", "H", "H", "C", "C", "H", "H", "C", "C", "H", "H", "O", "H", "H", "O", "H", "O", "C", "O", "H", "O", "C", "O", "H", "H", "H", "H"],
  "positions_angstrom": [[-1.150864, 3.199157, -1.300936], [-1.477951, 6.403547, 0.199448], [-2.438187, 8.237910, -0.342293], [-0.675033, 8.358535, -0.177199], [-3.557324, -3.655476, 0.726162], [-3.443175, -2.304030, 0.690859], [1.524365, -8.307268, 0.461237], [-0.638934, -3.370414, 1.872603], [2.039990, 1.412983, -0.246559], [1.135920, -4.865573, -0.240040], [-1.618898, -0.697513, 0.700309], [3.824229, 2.989628, 0.997621], [1.382759, -3.715092, -0.039408], [0.916251, 4.226544, 1.301280], [0.575361, -6.752046, -1.327043], [-1.493535, 7.725210, -0.520526], [0.028289, 5.019128, 1.173287], [-0.641662, -0.487754, 1.134497], [2.482179, 2.907425, -2.878557], [3.812985, 3.008703, -0.394837], [-0.266171, 2.554664, -1.283854], [3.442473, 4.284765, -0.812390], [-4.535980, -4.262047, 0.440550], [1.483674, 1.465550, -2.815070], [0.474393, -5.318471, -1.324180], [-2.610087, 6.448313, 2.076973], [-2.260707, 0.168741, 0.855463], [-0.910297, -3.192887, 0.123175], [-1.506357, -0.833757, -0.373980], [-2.202749, -1.937422, 1.322908], [-1.589612, 6.480065, 1.707539], [-0.314237, -7.189524, -1.770612], [5.124553, 2.809631, -0.819735], [0.742129, -7.060364, 0.146075], [-1.383250, -3.188793, 1.102585], [-1.375345, 7.582552, -1.593738], [1.454878, -7.034349, -1.909993], [1.443866, -5.875418, 0.593107], [1.016351, -9.181539, 0.054851], [-1.077994, 7.353290, 2.116585], [0.830835, 3.173597, -1.775178], [-2.237122, 5.731416, -0.208980], [-0.194285, 5.740992, 0.057872], [2.700742, 1.749055, -1.046101], [-0.874385, 5.301730, 2.121730], [1.626450, -8.435776, 1.537732], [-2.389878, -4.214464, 1.130510], [1.857117, 2.297993, -2.217568], [-0.265232, 1.429537, -0.883558], [-0.227836, -7.072428, 0.648979], [2.527524, -8.248710, 0.037342], [3.316104, 0.924156, -1.415684], [-2.406329, -1.783701, 2.386738]],
  "forces_ev_per_a": [[0.210, 0.227, 0.041], [-0.093, 0.254, 0.000], [-0.020, -0.018, 0.010], [-0.045, 0.014, 0.073], [-0.054, 0.010, -0.024], [0.000, -0.051, 0.081], [0.211, 0.122, 0.125], [-0.046, -0.112, 0.021], [0.129, -0.101, -0.011], [-0.078, 0.051, 0.086], [-0.242, -0.014, -0.125], [0.075, 0.126, 0.020], [0.208, -0.005, -0.057], [0.255, -0.164, -0.211], [-0.076, -0.022, -0.023], [0.269, -0.022, -0.107], [-0.059, 0.087, 0.064], [0.015, -0.007, 0.005], [-0.129, -0.071, 0.018], [-0.376, -0.063, 0.304], [-0.016, -0.247, 0.345], [-0.032, 0.046, 0.068], [0.019, 0.006, 0.013], [-0.250, 0.016, 0.255], [0.090, -0.047, -0.079], [0.025, -0.149, 0.042], [0.002, -0.019, 0.078], [0.024, 0.081, -0.037], [0.078, -0.042, 0.005], [0.132, 0.146, -0.022], [-0.082, 0.012, 0.015], [-0.068, 0.135, 0.010], [0.031, 0.024, -0.019], [0.041, -0.223, -0.039], [-0.206, -0.055, 0.138], [-0.067, -0.015, 0.001], [0.017, -0.042, 0.034], [-0.052, 0.019, -0.004], [-0.027, 0.005, -0.003], [-0.001, 0.027, -0.043], [-0.229, 0.019, -0.534], [0.013, -0.041, 0.023], [-0.032, -0.148, -0.006], [-0.199, 0.071, -0.489], [0.055, 0.048, 0.022], [-0.061, -0.022, -0.001], [0.092, 0.020, -0.040], [0.671, 0.171, 0.060], [0.002, 0.002, -0.229], [-0.016, 0.054, -0.013], [-0.033, -0.011, -0.073], [-0.066, -0.039, 0.229], [-0.012, -0.041, 0.006]]
}